<i>
120
Properties=species:S:1:pos:R:3 method="wB97M-V/def2-TZVPD" total_charge=0 homo_lumo_gap_ha=0.3930 smiles="COC(=O)OC.COC(=O)OC.COC(=O)OC.COC(=O)OC.COC(=O)OC.COC(=O)OC.COC(=O)OC.COC(=O)OC.COC(=O)OC.COC(=O)OC" homo_energy_ev=-10.49
C 2.8034 3.9792 -3.2726
O 3.0684 4.0426 -4.7217
C 2.8034 2.9447 -5.5253
O 2.4545 1.8641 -5.1187
O 2.8247 3.3406 -6.8629
C 2.1810 2.5668 -7.8026
H 1.7221 4.0471 -3.1532
H 3.1570 4.8033 -2.6530
H 2.9603 2.9905 -2.8414
H 2.4412 1.5214 -7.6366
H 2.6010 2.7075 -8.7986
H 1.1151 2.7948 -7.7949
C 7.7964 -0.9866 1.8743
O 8.9016 -0.0473 1.9890
C 8.6083 1.2571 2.0479
O 7.5732 1.8564 1.8655
O 9.6619 1.8099 2.6069
C 9.8556 3.2018 2.5762
H 8.0437 -2.0478 1.9015
H 7.2502 -0.7536 0.9602
H 7.0938 -0.9248 2.7054
H 8.9712 3.7519 2.8975
H 10.1880 3.4365 1.5650
H 10.7060 3.4948 3.1918
C -0.8111 -8.5279 -7.5040
O 0.0265 -7.4567 -7.4396
C -0.2090 -6.3164 -6.7667
O -1.1955 -5.9976 -6.1404
O 0.7941 -5.4953 -7.0355
C 0.7420 -4.2273 -6.2936
H -1.1145 -8.7040 -6.4720
H -0.2884 -9.4089 -7.8765
H -1.7134 -8.3605 -8.0920
H 0.9750 -4.3411 -5.2349
H -0.1856 -3.6978 -6.5111
H 1.4666 -3.5345 -6.7214
C 0.9437 -7.6144 -0.8539
O 0.2325 -8.8039 -0.5107
C -0.9565 -8.9086 0.1705
O -1.6739 -7.9681 0.4251
O -1.1532 -10.2129 0.4213
C -2.3141 -10.5354 1.2392
H 1.0999 -6.9137 -0.0337
H 0.3861 -7.1379 -1.6602
H 1.8579 -7.6817 -1.4437
H -3.0694 -11.1086 0.7015
H -2.7316 -9.7833 1.9086
H -1.8327 -11.2595 1.8965
C -3.4010 8.5872 6.8485
O -2.9413 7.6289 5.9059
C -3.1583 7.7835 4.6087
O -3.7030 8.7582 4.0131
O -2.6357 6.7407 4.0885
C -2.7276 6.5360 2.6633
H -4.4511 8.6722 7.1284
H -3.1357 9.5829 6.4931
H -2.8565 8.5481 7.7919
H -1.8383 6.0648 2.2447
H -2.7618 7.5582 2.2863
H -3.5493 5.8833 2.3687
C -6.2886 -6.7030 -3.3267
O -6.8523 -5.3840 -3.5664
C -8.1781 -5.1634 -3.9295
O -9.1172 -5.9850 -3.8742
O -8.2346 -3.8657 -4.0150
C -9.4914 -3.3107 -4.0810
H -6.0575 -7.0877 -4.3200
H -6.9314 -7.4119 -2.8047
H -5.3297 -6.7418 -2.8100
H -10.0433 -3.4768 -5.0062
H -9.5560 -2.2257 -3.9981
H -10.0959 -3.6785 -3.2520
C -2.0797 0.2843 5.8870
O -2.5399 -0.7445 5.0653
C -3.8035 -0.8320 4.7963
O -4.6423 0.1049 4.9441
O -3.9323 -1.9741 4.1569
C -5.2214 -2.2404 3.4767
H -2.6394 1.2193 5.8629
H -1.0303 0.5484 5.7566
H -2.1741 -0.1271 6.8920
H -5.5160 -1.5998 2.6454
H -6.1526 -2.1729 4.0392
H -5.2443 -3.2619 3.0970
C 6.7299 2.6765 8.7057
O 7.4128 2.8651 9.9092
C 7.6623 1.8350 10.6418
O 7.2000 0.6993 10.4534
O 8.6132 2.1184 11.4267
C 8.9777 1.3116 12.5286
H 6.4628 3.5952 8.1833
H 5.7844 2.1344 8.7191
H 7.4149 2.0913 8.0921
H 9.8410 1.7675 13.0133
H 9.1608 0.3176 12.1207
H 8.1539 1.2668 13.2411
C -3.4163 8.6211 -8.3411
O -3.5948 8.0307 -7.1040
C -2.6656 7.2680 -6.4459
O -1.9006 6.4425 -7.0414
O -3.0173 7.2091 -5.1504
C -2.9074 6.0114 -4.3871
H -3.5522 9.6673 -8.0671
H -4.1472 8.4161 -9.1233
H -2.3881 8.5376 -8.6931
H -2.6084 5.1336 -4.9599
H -3.8762 5.8312 -3.9211
H -2.1968 6.2057 -3.5837
C -1.4935 -1.4316 -1.3107
O -0.2562 -0.8401 -0.7844
C -0.3039 0.2645 0.0325
O -1.2288 1.1315 -0.0329
O 0.8662 0.2697 0.9049
C 1.1899 1.4640 1.6966
H -2.3833 -1.0718 -0.7940
H -1.6069 -2.5098 -1.4234
H -1.5850 -1.0597 -2.3312
H 1.4679 2.2280 0.9705
H 2.0707 1.4272 2.3375
H 0.3749 1.9068 2.2692

***

<ii>
120
Properties=species:S:1:pos:R:3 method="wB97M-V/def2-TZVPD" total_charge=0 homo_lumo_gap_ha=0.3965 smiles="COC(=O)OC.COC(=O)OC.COC(=O)OC.COC(=O)OC.COC(=O)OC.COC(=O)OC.COC(=O)OC.COC(=O)OC.COC(=O)OC.COC(=O)OC" homo_energy_ev=-10.29
C 13.7380 6.7630 9.9460
O 13.8330 5.6340 9.0530
C 14.8160 4.7400 9.1870
O 15.6690 4.6880 10.0740
O 14.9340 3.8650 8.0860
C 16.0760 3.0360 7.7980
H 14.6140 7.4670 9.8700
H 13.4680 6.4620 11.0030
H 12.9530 7.4000 9.6840
H 16.8270 3.3740 8.3420
H 16.2720 3.1720 6.7160
H 16.0960 2.0840 8.1730
C 10.1550 10.1630 16.0810
O 10.3410 11.4880 15.5850
C 11.4830 11.7940 15.0500
O 12.4230 10.9920 14.8470
O 11.5680 13.0830 14.5570
C 12.9500 13.6370 14.4360
H 10.7430 10.1580 16.8570
H 10.7140 9.4490 15.6280
H 9.1200 9.9230 16.3530
H 13.6290 13.5410 15.3040
H 13.0580 14.6860 14.0830
H 13.3030 13.1800 13.5800
C 12.1730 3.1690 5.6150
O 11.1260 3.8180 6.2440
C 9.9260 4.0210 5.6300
O 9.7400 3.6160 4.4720
O 9.0520 4.7070 6.4050
C 7.7360 4.9720 5.9420
H 13.0790 3.5670 5.9640
H 12.3400 3.3790 4.4670
H 12.0730 2.2140 5.5650
H 7.3730 5.4690 6.7410
H 7.1070 4.0800 5.8830
H 7.7640 5.3980 4.7800
C 7.6050 7.6250 9.2840
O 6.7790 6.8700 8.5190
C 5.5560 6.4940 8.8560
O 5.0300 6.8120 9.9330
O 4.8220 5.8460 7.9120
C 3.4410 5.3420 8.1430
H 8.5320 7.6920 8.8510
H 7.6240 7.0740 10.0760
H 7.1910 8.6100 9.5010
H 3.3690 4.5830 8.8640
H 3.1530 4.9220 7.2530
H 2.9160 6.1870 8.3200
C 5.7250 6.6060 13.4440
O 6.0660 6.9760 14.8080
C 5.0250 6.8340 15.6770
O 4.1190 6.1770 15.4210
O 5.1560 7.5780 16.7630
C 4.1300 7.5030 17.7940
H 4.8250 7.0990 13.2110
H 5.4810 5.5290 13.4530
H 6.3950 6.6810 12.6470
H 3.1640 7.8630 17.2110
H 4.5310 8.1320 18.7990
H 4.2020 6.3590 18.3040
C 6.4020 10.4760 14.6310
O 5.6520 11.4770 14.0910
C 5.3920 12.7210 14.5190
O 5.9830 13.1470 15.4480
O 4.3590 13.3490 13.9170
C 3.9100 14.5390 14.3360
H 5.9930 9.9670 15.4290
H 7.6000 10.7550 14.8580
H 6.4130 9.7970 13.7670
H 3.3030 14.3370 15.1800
H 3.0610 14.8040 13.7820
H 4.7470 15.3440 14.4970
C 6.7810 0.0150 15.2500
O 7.9530 0.7550 15.0710
C 7.9320 1.9960 14.3060
O 6.8770 2.4740 13.9890
O 9.1990 2.1880 13.9450
C 9.6090 3.2200 13.0530
H 6.7900 -0.9560 15.4390
H 6.0100 0.1590 14.5130
H 6.0490 0.2760 16.0710
H 10.3580 3.0050 12.3440
H 9.9570 4.2570 13.6480
H 8.8730 3.4910 12.2460
C 10.4820 4.7960 9.4510
O 9.5400 5.1510 10.5950
C 9.9090 6.1320 11.4240
O 10.8720 6.8910 11.2300
O 9.0220 6.3750 12.5240
C 9.2570 7.4350 13.3480
H 10.4030 3.7520 8.9850
H 11.4940 4.5310 9.8560
H 10.2980 5.3720 8.6620
H 8.2270 7.5160 14.0150
H 9.4900 8.2480 12.8560
H 9.9730 7.3430 14.1340
C 8.3290 13.2340 12.3940
O 9.6150 12.9870 11.7980
C 10.0240 11.7530 11.8240
O 9.2620 10.8850 12.2490
O 11.2790 11.5150 11.3390
C 11.7800 10.2370 11.5730
H 8.2310 14.2200 12.5950
H 8.1150 12.8740 13.4260
H 7.4980 12.8330 11.7050
H 12.9200 9.8900 11.5560
H 11.1980 9.5000 10.8590
H 11.6400 9.7860 12.6610
C 11.5910 0.3670 7.9070
O 12.2100 1.5640 8.4480
C 12.3420 1.6400 9.8060
O 11.8650 0.6620 10.4610
O 13.0760 2.5460 10.2290
C 13.5740 2.4470 11.5280
H 11.5930 0.4130 6.8060
H 10.5830 0.4140 8.1880
H 12.1240 -0.6850 8.3640
H 14.4400 3.0440 11.6840
H 13.8960 1.3220 11.8190
H 12.7400 2.9510 12.0650

***

Most stable structure, least stable structure: <i>, <ii>.